(1)
Computed, not measured: 2 unconnected molecules or ions with the total composition C4H6N2O at a distorted geometry, with ωB97M-V with the def2-TZVPD basis set.

```
13
Properties=species:S:1:pos:R:3
H -3.26453 0.76933 -1.22792
N -2.29429 0.65493 -0.94550
C -2.24934 0.26094 0.24990
O -1.10920 0.04655 0.92481
C 0.06830 -0.19970 0.26663
C 1.14420 -0.26726 1.04845
H -3.07655 0.02671 0.92294
H -0.03787 -0.29763 -0.81710
H 1.11605 0.24427 1.99887
H 2.02016 -0.86265 0.86465
C 2.64616 -0.24769 -1.10233
N 3.55154 0.44122 -0.91309
H 1.81782 -0.90786 -1.27026
```

Results
Highest occupied orbital energy ... -9.35 eV
E_LUMO ... 0.8481 eV
ΔE to the lowest compared entry with this formula, charge and spin ... 334.5 kJ/mol
Total energy ... -340.6675 hartree
Kohn-Sham gap ... 10.20 eV
Charge ... 0


(2)
Computed, not measured: a single C4H6N2O molecule, with ωB97M-V with the def2-TZVPD basis set.

```
13
Properties=species:S:1:pos:R:3
N -2.41234 0.53300 -0.65659
C -1.21149 0.30535 -0.34241
O -0.82719 -0.96741 -0.19605
C 0.58022 -1.19068 -0.28200
C 1.26080 -0.38523 0.80137
C 1.00471 1.09430 0.58108
N -0.16139 1.26706 -0.04819
H -2.66631 1.51318 -0.71196
H -0.40478 2.21906 -0.30363
H 0.93218 -0.85963 -1.26890
H 0.70677 -2.26954 -0.20352
H 0.86199 -0.66860 1.78788
H 2.33683 -0.59084 0.84292
```

Results
Highest occupied orbital energy ... -8.63 eV
E_LUMO ... 0.6770 eV
ΔE to the lowest compared entry with this formula, charge and spin ... 278.6 kJ/mol
Total energy ... -340.6888 hartree
Kohn-Sham gap ... 9.31 eV
Charge ... 0


(3)
Computed, not measured: a molecular structure, C4H6N2O, with ωB97M-V with the def2-TZVPD basis set.

```
13
Properties=species:S:1:pos:R:3
O -1.66837 0.15216 2.01434
C -0.94278 -0.07761 1.08078
N -1.28613 -0.10598 -0.24412
C -0.19277 -0.39492 -1.13412
C 0.99259 -0.37417 -0.16808
C 1.24940 0.92595 1.08306
N 0.47864 -0.32912 1.19577
H -2.22609 0.10780 -0.53664
H -0.11333 0.32677 -1.95414
H -0.26802 -1.40086 -1.56787
H 1.76096 -1.13402 -0.30295
H 1.69462 0.60557 -0.20133
H 0.52127 1.69843 0.73528
```

Results
Highest occupied orbital energy ... -8.60 eV
E_LUMO ... 0.6181 eV
ΔE to the lowest compared entry with this formula, charge and spin ... 442.1 kJ/mol
Total energy ... -340.6265 hartree
Kohn-Sham gap ... 9.21 eV
Charge ... 0


Please write out number 1 again, unchanged.
Computed, not measured: 2 unconnected molecules or ions with the total composition C4H6N2O at a distorted geometry, with ωB97M-V with the def2-TZVPD basis set.

```
13
Properties=species:S:1:pos:R:3
H -3.26453 0.76933 -1.22792
N -2.29429 0.65493 -0.94550
C -2.24934 0.26094 0.24990
O -1.10920 0.04655 0.92481
C 0.06830 -0.19970 0.26663
C 1.14420 -0.26726 1.04845
H -3.07655 0.02671 0.92294
H -0.03787 -0.29763 -0.81710
H 1.11605 0.24427 1.99887
H 2.02016 -0.86265 0.86465
C 2.64616 -0.24769 -1.10233
N 3.55154 0.44122 -0.91309
H 1.81782 -0.90786 -1.27026
```

Results
Highest occupied orbital energy ... -9.35 eV
E_LUMO ... 0.8481 eV
ΔE to the lowest compared entry with this formula, charge and spin ... 334.5 kJ/mol
Total energy ... -340.6675 hartree
Kohn-Sham gap ... 10.20 eV
Charge ... 0